ORCA calculation (wB97M-V/def2-TZVPD) on C32H30IrN3O2SSi as an isolated structure.

Last column: natural (NBO) charge in e.
CARTESIAN COORDINATES (ANGSTROEM)
C: 4.0501 3.8538 0.7910  -0.208
H: -0.7713 -8.2381 -2.6911  0.237
C: -1.9667 4.0948 -1.2881  -0.195
H: -2.2536 -6.0204 0.6692  0.239
C: -0.7635 2.1149 -2.0444  -0.022
C: 0.6267 0.1542 5.0869  -0.170
O: -0.9789 -1.3216 0.6940  -0.687
H: -3.9167 -6.8424 -3.3381  0.239
H: -0.1494 2.6866 2.9555  0.228
H: 2.3693 0.2698 1.0502  0.425
C: -3.1769 -6.0398 -3.2966  -1.110
C: 0.0547 5.7295 -2.2840  -0.162
C: 1.4187 0.7403 4.1212  -0.257
H: -2.6123 -6.0586 -4.2308  0.241
C: 1.4342 3.2161 1.5790  0.025
C: -0.8684 3.5286 -1.9485  -0.043
H: -0.8747 -1.3243 5.5227  0.216
H: 0.8344 6.3781 -2.6594  0.234
C: 0.7564 -5.5518 -1.7951  -0.098
C: -1.0341 6.2864 -1.6128  -0.174
H: 5.0571 4.1026 0.4806  0.212
C: 1.3791 0.2976 2.7936  0.205
C: 3.7366 2.5638 1.1672  -0.227
C: -0.6830 0.8960 -2.0303  -0.413
H: -0.1052 5.3338 0.4946  0.215
H: 0.9788 3.9224 -2.9662  0.232
C: -1.1149 7.6980 -1.4031  0.273
C: 3.0692 4.8307 0.8154  -0.222
H: 0.3223 5.8226 2.1379  0.220
C: 2.4442 2.2335 1.5783  0.138
C: 1.5946 -3.3405 -2.0624  0.082
C: -0.7118 -3.7121 -2.0652  0.094
H: 2.8572 -5.0347 -1.7792  0.230
H: -0.7526 -8.2232 -0.9224  0.235
O: 1.1328 -1.0913 0.1732  -0.715
H: -0.2924 1.9546 1.3608  0.222
H: -1.0283 -2.0806 3.1680  0.226
N: -1.1882 8.8304 -1.2187  -0.293
H: 2.0966 1.5458 4.3761  0.223
C: -1.3698 -8.0277 -1.8021  -1.114
Si: -2.0524 -6.2684 -1.8012  1.618
H: -2.8862 5.9055 -0.6011  0.234
C: -2.0480 5.4614 -1.1206  -0.158
C: 0.2207 -1.1009 1.0462  0.764
H: -0.6748 3.6561 1.5880  0.218
C: 0.0027 2.8618 1.8904  -0.659
N: 0.3452 -2.8738 -2.1612  -0.566
N: 2.2235 0.8628 1.8534  -0.629
H: -3.7122 -5.0925 -3.2502  0.251
C: 0.7259 5.6130 1.1453  -0.639
C: -0.2432 -0.8813 4.7645  -0.261
C: 0.1353 4.3624 -2.4526  -0.176
H: 1.1580 6.5334 0.7547  0.217
H: -2.1956 -8.7419 -1.7851  0.244
S: -2.2267 -2.8683 -2.0392  -0.141
H: -3.7355 -6.6950 -0.0135  0.237
C: -0.5520 -5.1035 -1.9066  -0.511
C: 1.7678 4.5237 1.1951  -0.020
H: 0.6847 0.5051 6.1097  0.215
C: -2.9466 -5.9560 -0.1722  -1.109
H: 3.3076 5.8441 0.5148  0.206
H: 0.9410 -6.6071 -1.6289  0.219
H: -2.7428 3.4453 -0.9073  0.235
C: 0.4868 -0.7566 2.4677  -0.170
C: 1.8416 -4.6779 -1.8698  -0.286
C: -0.3211 -1.3135 3.4558  -0.150
Ir: -0.5864 -1.0220 -1.5135  1.348
H: 4.4915 1.7873 1.1584  0.214
H: -3.4015 -4.9662 -0.1555  0.255
H: 2.3925 -2.6146 -2.1423  0.219

Results
Frontier orbital gap (spin up / spin down) (Eh): 0.27771 / 0.19937
HOMO energy (spin up / spin down) (hartree): -0.286 / -0.286
2S+1: 5